# 1
Molecular formula: C4H10O
Method: DFT, ωB97M-V/def2-TZVPD

The geometry in XYZ format:
```
15
Properties=species:S:1:pos:R:3
C 1.73 -0.95 -0.56
C 0.22 -1.08 -0.61
C -0.61 0.26 -0.49
C -0.78 0.93 0.97
O -1.41 2.22 0.99
H 2.12 -0.33 -1.38
H 2.28 -1.93 -0.44
H 1.92 -0.39 0.47
H -0.06 -1.86 0.23
H -0.17 -1.44 -1.56
H -0.07 1.07 -1.06
H -1.62 0.26 -0.88
H -1.31 0.18 1.66
H 0.16 1.15 1.56
H -2.40 1.91 1.08
```

Summary:
LUMO (eV): 0.98
Electronic energy (eV): -6356.369
Energy above the lowest of the compared OMol25 structures with the same formula, charge and spin (kJ/mol): 138.4
Orbital gap (eV): 11.07
Structure (SMILES): CCCCO



# 2
Molecular formula: C28H42BaNO2Si
Method: DFT, ωB97M-V/def2-TZVPD

The geometry in XYZ format:
```
75
Properties=species:S:1:pos:R:3
O 1.58 -1.27 -2.37
C 2.05 -2.49 -3.06
C 3.46 -2.01 -3.30
H 1.52 -2.63 -4.03
H 2.03 -3.40 -2.46
C 2.89 -0.69 -2.76
H 3.68 -1.97 -4.36
H 4.21 -2.55 -2.69
C 2.59 0.40 -3.81
H 2.02 -0.05 -4.64
H 3.54 0.88 -4.09
H 1.97 1.21 -3.41
C 3.64 -0.29 -1.51
H 3.79 -1.19 -0.88
H 3.16 0.52 -0.95
H 4.63 0.10 -1.78
Ba -1.08 -0.63 -2.10
C -0.59 -0.39 1.76
C -1.57 -1.29 1.28
C -0.89 -2.24 0.46
H -2.63 -1.28 1.56
C 0.47 -1.83 0.38
C 0.64 -0.69 1.17
H 1.58 -0.17 1.27
H -0.80 0.35 2.52
H -1.29 -3.20 0.10
H 1.28 -2.42 -0.04
C -1.12 1.98 0.49
C 0.28 2.08 0.44
C 0.68 2.30 -0.89
H 0.98 1.98 1.27
C -0.51 2.48 -1.66
C -1.63 2.26 -0.80
H -2.67 2.35 -1.09
H -1.68 1.71 1.36
H 1.71 2.42 -1.23
H -0.52 2.88 -2.69
O 0.68 -1.95 -5.63
C 1.99 -2.36 -6.34
C 1.72 -3.24 -7.55
H 2.56 -2.97 -5.62
H 2.59 -1.45 -6.51
C 0.27 -3.70 -7.35
H 2.42 -4.09 -7.52
H 1.86 -2.64 -8.45
C -0.30 -2.89 -6.15
H 0.29 -4.77 -7.11
H -0.32 -3.51 -8.26
H -0.64 -3.56 -5.35
H -1.16 -2.30 -6.48
C 0.12 4.14 3.97
Si -1.08 3.27 5.15
C -0.16 3.03 6.80
C -2.63 4.36 5.30
N -1.53 1.73 4.60
C -2.34 0.72 4.78
C -1.79 -0.52 5.32
C -2.63 -1.55 5.65
C -4.02 -1.41 5.45
C -4.56 -0.27 4.86
C -3.75 0.78 4.48
H 0.35 5.16 4.34
H -0.33 4.26 2.96
H 1.07 3.58 3.88
H -0.01 3.99 7.31
H -0.72 2.36 7.47
H 0.84 2.59 6.61
H -2.90 4.75 4.31
H -3.47 3.78 5.70
H -2.43 5.23 5.96
H -0.72 -0.51 5.57
H -2.22 -2.46 6.08
H -4.66 -2.25 5.69
H -5.63 -0.22 4.62
H -4.15 1.66 3.95
```

Summary:
LUMO (eV): 0.70
Electronic energy (eV): -43870.643
Energy above the lowest of the compared OMol25 structures with the same formula, charge and spin (kJ/mol): 0.0
Orbital gap (eV): 2.82
Charge: -1



# 3
Molecular formula: C33H20N9O9SeW
Method: DFT, ωB97M-V/def2-TZVPD

The geometry in XYZ format:
```
73
Properties=species:S:1:pos:R:3
W -0.23 0.78 -0.42
C 2.31 -2.52 1.29
C 1.51 -1.60 0.43
N 0.69 -0.73 0.88
N 0.43 -0.70 2.23
C -0.50 0.19 2.42
O -1.06 0.82 1.43
C -1.00 0.48 3.78
C -2.14 1.27 3.92
C -2.61 1.57 5.19
C -1.94 1.08 6.31
C -0.80 0.30 6.16
C -0.33 0.00 4.89
C 1.60 -1.68 -1.04
C 2.44 -2.56 -1.68
C 2.40 -2.62 -3.07
C 1.51 -1.82 -3.74
C 0.70 -0.95 -3.03
N 0.75 -0.87 -1.70
H 2.14 -2.29 2.34
H 3.37 -2.40 1.05
H 2.03 -3.56 1.10
H -2.64 1.65 3.05
H -3.49 2.18 5.31
H -2.31 1.32 7.30
H -0.28 -0.06 7.03
H 0.56 -0.59 4.76
H 3.13 -3.17 -1.11
H 3.06 -3.29 -3.60
H 1.43 -1.84 -4.82
H -0.01 -0.31 -3.52
O 5.95 0.55 1.31
C 4.80 0.89 1.18
C 3.90 0.66 -0.01
O 4.19 0.03 -1.02
C 2.65 1.26 0.34
C 2.56 1.70 1.69
O 1.55 2.09 2.29
C 3.95 1.57 2.26
O 4.33 1.91 3.35
O 1.62 1.24 -0.53
N -0.22 1.63 -2.30
C -0.41 2.29 -3.25
N -0.52 3.02 -4.26
C -1.23 2.71 -5.34
N -1.81 2.53 -6.32
O -2.63 -2.66 1.05
C -3.36 -2.99 -0.03
C -4.26 -4.05 0.11
C -5.05 -4.44 -0.95
C -4.96 -3.80 -2.18
C -4.06 -2.76 -2.33
C -3.25 -2.34 -1.27
C -2.31 -1.21 -1.54
O -2.24 -0.67 -2.63
O -1.59 -0.85 -0.49
H -2.08 -1.89 0.79
H -4.33 -4.53 1.08
H -5.75 -5.26 -0.81
H -5.58 -4.11 -3.01
H -3.96 -2.24 -3.27
Se -4.04 1.60 -0.34
N -4.08 3.14 0.61
C -2.83 3.60 0.69
C -2.30 4.68 1.41
C -0.91 4.83 1.46
C -0.04 3.93 0.86
N -0.52 2.92 0.11
C -1.84 2.82 0.02
N -2.25 1.74 -0.64
H -2.96 5.36 1.95
H -0.48 5.65 2.03
H 1.02 4.02 0.97
```

Summary:
LUMO (spin up / spin down) (eV): 0.95 / 0.71
Electronic energy (eV): -133559.204
Energy above the lowest of the compared OMol25 structures with the same formula, charge and spin (kJ/mol): 63.1
Orbital gap (spin up / spin down) (eV): 5.46 / 6.17
Expectation value of S²: 2.04
Spin multiplicity: 3
Charge: -1



# 4
Molecular formula: C20H19Cl3CuNOSSeSi
Method: DFT, ωB97M-V/def2-TZVPD

The geometry in XYZ format:
```
48
Properties=species:S:1:pos:R:3
Cu 0.23 -0.35 -0.02
Cl 4.67 -0.02 5.37
C 3.90 0.03 3.82
C 2.52 0.03 3.74
C 1.92 0.02 2.49
Cl 0.19 -0.02 2.38
C 2.65 0.01 1.27
O 2.12 -0.06 0.11
C 4.06 0.04 1.44
Cl 5.03 0.05 0.01
C 4.67 0.04 2.67
H 1.90 0.03 4.62
H 5.75 0.03 2.73
C -4.15 -3.01 -4.20
Si -2.58 -3.56 -3.25
C -1.52 -4.86 -4.19
C -3.11 -4.33 -1.61
C -1.48 -2.02 -3.15
C -1.04 -1.40 -4.31
C -0.23 -0.27 -4.28
C 0.13 0.24 -3.05
N -0.25 -0.34 -1.93
C -1.03 -1.44 -1.95
S -1.32 -2.02 -0.37
H -4.84 -3.83 -4.35
H -3.93 -2.59 -5.18
H -4.67 -2.24 -3.63
H -2.07 -5.79 -4.34
H -0.64 -5.10 -3.61
H -1.19 -4.51 -5.16
H -3.74 -5.21 -1.76
H -3.66 -3.62 -1.00
H -2.25 -4.63 -1.02
H -1.33 -1.82 -5.27
H 0.11 0.19 -5.19
H 0.75 1.12 -2.94
Se -1.38 2.28 0.05
C -2.59 3.75 0.03
C -2.93 4.35 -1.18
C -3.75 5.46 -1.20
C -4.25 5.98 -0.01
C -3.94 5.36 1.19
C -3.12 4.25 1.22
H -2.53 3.94 -2.10
H -4.00 5.93 -2.14
H -4.87 6.86 -0.03
H -4.34 5.76 2.11
H -2.88 3.77 2.15
```

Summary:
LUMO (spin up / spin down) (eV): 2.42 / 0.51
Electronic energy (eV): -190855.138
Energy above the lowest of the compared OMol25 structures with the same formula, charge and spin (kJ/mol): 179.7
Orbital gap (spin up / spin down) (eV): 6.09 / 4.16
Expectation value of S²: 0.76
Spin multiplicity: 2
Charge: -1